1.
Below is C31H49BrFN7OPSiTi as an isolated structure, with properties calculated with wB97M-V/def2-TZVPD.

Results
ΔE to the lowest compared entry with this formula, charge and spin, kcal per mole: 12.0
E_tot, a.u.: -5823.709609
HOMO energy, eV: -4.314
Net charge: -1
HOMO-LUMO gap, eV: 6.8

Structure (XYZ):
```
93
Properties=species:S:1:pos:R:3:lowdin_charge:R:1
Ti -0.002 -0.120 1.845 0.64
C -2.869 1.833 0.443 -0.20
Si -1.969 2.679 1.844 0.36
C -3.241 3.046 3.176 -0.17
C -1.385 4.338 1.109 -0.19
N -0.659 1.749 2.500 -0.19
C -0.111 2.208 3.685 -0.33
C 0.024 3.558 4.056 -0.05
C 0.564 3.944 5.276 -0.11
C 1.009 3.005 6.192 -0.12
C 0.903 1.657 5.863 -0.03
C 0.362 1.311 4.652 -0.23
F 0.261 -0.016 4.350 -0.02
H -3.485 2.579 -0.070 0.03
H -3.504 1.025 0.805 -0.01
H -2.168 1.414 -0.279 -0.02
H -4.075 3.624 2.764 0.03
H -2.819 3.602 4.015 0.02
H -3.631 2.097 3.554 0.02
H -1.870 4.522 0.145 0.01
H -0.303 4.339 0.948 0.03
H -1.625 5.180 1.763 0.02
H -0.283 4.322 3.356 0.08
H 0.647 5.001 5.503 0.09
H 1.436 3.306 7.140 0.09
H 1.232 0.873 6.533 0.11
C 3.633 -4.107 3.891 -0.06
C 2.474 -3.549 3.111 -0.27
C 1.692 -4.357 2.269 -0.05
C 0.640 -3.829 1.553 -0.10
C 0.338 -2.455 1.648 -0.23
Br -2.376 -0.956 2.569 0.05
N 1.108 -1.752 2.460 -0.13
C 2.136 -2.218 3.176 -0.08
H 3.337 -4.991 4.460 0.07
H 4.022 -3.368 4.591 0.07
H 4.450 -4.401 3.227 0.08
H 1.931 -5.415 2.189 0.11
H 0.051 -4.481 0.914 0.08
H 2.672 -1.499 3.786 0.12
O 3.330 2.427 1.224 0.02
C 2.594 1.590 1.654 -0.50
N 1.896 0.740 2.103 0.02
N 0.081 0.056 0.073 -0.25
P -0.119 -0.196 -1.437 0.61
N 1.319 -0.701 -2.096 -0.20
C 1.493 -0.763 -3.542 -0.20
C 2.747 -1.569 -3.891 -0.19
C 2.887 -2.754 -2.940 -0.20
C 3.112 -2.263 -1.496 -0.16
C 2.535 -0.860 -1.301 -0.19
N -0.623 1.158 -2.258 -0.19
C -1.545 1.235 -3.379 -0.22
C -0.915 1.906 -4.605 -0.18
C 0.005 3.075 -4.205 -0.19
C -0.301 3.543 -2.786 -0.19
C -0.009 2.419 -1.802 -0.19
N -1.228 -1.360 -1.909 -0.18
C -0.834 -2.744 -1.596 -0.20
C -1.749 -3.726 -2.314 -0.19
C -3.202 -3.499 -1.905 -0.21
C -3.582 -2.040 -2.136 -0.18
C -2.605 -1.111 -1.431 -0.22
H 1.559 0.245 -3.977 0.10
H 0.613 -1.248 -3.979 0.11
H 3.633 -0.933 -3.815 0.11
H 2.682 -1.899 -4.930 0.11
H 3.700 -3.410 -3.256 0.10
H 1.969 -3.348 -2.995 0.10
H 4.181 -2.238 -1.265 0.11
H 2.646 -2.954 -0.789 0.10
H 3.271 -0.102 -1.598 0.12
H 2.294 -0.670 -0.259 0.08
H -2.443 1.791 -3.079 0.12
H -1.866 0.227 -3.633 0.10
H -1.725 2.259 -5.249 0.10
H -0.352 1.168 -5.180 0.09
H -0.087 3.897 -4.918 0.10
H 1.050 2.751 -4.233 0.10
H -1.348 3.852 -2.707 0.11
H 0.306 4.407 -2.515 0.11
H -0.356 2.677 -0.800 0.08
H 1.077 2.283 -1.731 0.12
H -0.887 -2.902 -0.511 0.09
H 0.202 -2.886 -1.905 0.09
H -1.434 -4.745 -2.076 0.11
H -1.645 -3.591 -3.396 0.11
H -3.312 -3.728 -0.840 0.12
H -3.870 -4.167 -2.455 0.10
H -4.589 -1.840 -1.763 0.11
H -3.576 -1.823 -3.210 0.11
H -2.658 -1.256 -0.344 0.07
H -2.872 -0.075 -1.629 0.08
```

2.
Below is C20H40O12Zr as an isolated structure, with properties calculated with wB97M-V/def2-TZVPD.

Results
ΔE to the lowest compared entry with this formula, charge and spin, kcal per mole: 572.4
E_tot, a.u.: -1735.259078
HOMO energy, eV: -6.662
HOMO-LUMO gap, eV: 3.2

Structure (XYZ):
```
73
Properties=species:S:1:pos:R:3:lowdin_charge:R:1
Zr 4.502 -15.672 -9.932 1.48
O 3.612 -13.084 -12.189 -0.23
C 3.279 -13.108 -13.584 -0.26
C 3.735 -14.538 -14.262 -0.28
O 3.857 -15.677 -13.400 -0.24
H 3.516 -12.282 -14.254 0.09
H 2.192 -13.166 -13.524 0.11
H 4.706 -14.496 -14.754 0.11
H 2.997 -14.813 -15.016 0.08
O 5.862 -15.883 -6.651 -0.27
C 5.752 -16.869 -5.659 -0.33
C 4.864 -18.168 -6.133 -0.30
O 4.226 -18.083 -7.421 -0.30
H 5.457 -16.594 -4.646 0.09
H 6.759 -17.243 -5.469 0.08
H 4.070 -18.486 -5.458 0.08
H 5.529 -19.025 -6.025 0.08
O -0.291 -16.352 -11.079 0.09
C -1.418 -16.735 -10.886 -0.58
O -2.424 -16.561 -11.727 0.00
C -2.290 -16.038 -13.084 -0.20
C -1.747 -17.102 -13.980 -0.08
C -1.715 -17.377 -9.600 0.01
H -1.677 -15.138 -13.135 0.12
H -3.229 -15.606 -13.430 0.12
H -1.815 -16.787 -15.021 0.08
H -2.290 -18.041 -13.871 0.08
H -0.701 -17.366 -13.825 0.08
H -0.889 -17.173 -8.918 0.09
H -1.759 -18.466 -9.626 0.09
H -2.650 -17.023 -9.167 0.09
O 1.203 -13.059 -7.588 0.07
C 0.520 -12.358 -6.844 -0.53
O -0.340 -11.377 -7.173 -0.01
C -0.567 -10.965 -8.549 -0.19
C -1.787 -10.029 -8.712 -0.07
C 0.615 -12.552 -5.385 0.00
H -0.790 -11.904 -9.056 0.12
H 0.325 -10.501 -8.971 0.12
H -2.126 -9.842 -9.731 0.08
H -1.520 -9.091 -8.226 0.07
H -2.655 -10.405 -8.172 0.07
H 0.018 -13.418 -5.099 0.09
H 0.274 -11.857 -4.618 0.09
H 1.651 -12.808 -5.160 0.09
O 8.661 -14.372 -11.768 0.10
C 9.801 -14.047 -11.885 -0.56
O 10.681 -14.447 -12.783 0.00
C 10.341 -15.139 -14.005 -0.19
C 11.658 -15.480 -14.757 -0.07
C 10.445 -13.064 -10.884 0.02
H 9.765 -14.588 -14.749 0.12
H 9.783 -16.061 -13.841 0.12
H 12.351 -16.140 -14.236 0.07
H 12.191 -14.556 -14.980 0.07
H 11.548 -16.046 -15.682 0.07
H 10.676 -12.210 -11.519 0.08
H 11.397 -13.465 -10.536 0.08
H 9.864 -12.817 -9.995 0.08
O 7.533 -19.374 -11.196 0.05
C 8.266 -20.382 -11.375 -0.48
O 8.317 -21.249 -12.404 -0.02
C 7.550 -21.021 -13.569 -0.21
C 7.631 -22.231 -14.580 -0.05
C 9.160 -20.850 -10.254 0.01
H 7.859 -20.100 -14.063 0.12
H 6.520 -20.903 -13.233 0.12
H 7.676 -23.180 -14.044 0.07
H 8.538 -22.214 -15.183 0.06
H 6.769 -22.191 -15.246 0.07
H 8.821 -20.307 -9.371 0.09
H 10.239 -20.747 -10.368 0.09
H 9.018 -21.906 -10.023 0.08
```

3.
Below is C3H3Br9 as an isolated structure, with properties calculated with wB97M-V/def2-TZVPD.

Results
ΔE to the lowest compared entry with this formula, charge and spin, kcal per mole: 24.9
E_tot, a.u.: -23282.163946
HOMO energy, eV: -10.440
HOMO-LUMO gap, eV: 9.7

Structure (XYZ):
```
15
Properties=species:S:1:pos:R:3:lowdin_charge:R:1
C -15.376 -13.160 19.067 -1.45
Br -14.784 -14.322 20.571 0.50
Br -17.084 -12.350 19.686 0.50
Br -15.636 -14.141 17.298 0.48
H -14.615 -12.411 18.844 -0.03
C -12.133 -20.949 20.777 -1.46
Br -13.390 -21.134 22.292 0.52
Br -12.408 -22.208 19.211 0.50
Br -10.249 -20.880 21.529 0.49
H -12.386 -19.999 20.305 -0.04
C -14.127 -5.272 13.656 -1.50
Br -15.841 -4.669 12.897 0.53
Br -14.384 -6.801 14.932 0.50
Br -13.141 -3.710 14.414 0.51
H -13.444 -5.641 12.891 -0.03
```

Question: Which value of HOMO energy does entry 2 give?
Answer: -6.662 eV

Question: What is the HOMO-LUMO gap in the third record?
Answer: 9.7 eV